(1)
C11H29BClCuNNbO6P2 | ωB97M-V/def2-TZVPD

CARTESIAN COORDINATES (ANGSTROEM)
C -1.195 0.162 5.150
C -2.746 0.429 4.612
O -3.725 0.143 5.512
O -3.100 0.980 3.294
C -3.413 -0.122 2.325
C -1.983 -0.856 2.005
C -1.874 -1.560 0.528
C -1.421 -0.560 -0.689
Nb 0.726 0.196 -0.578
C 1.574 -1.927 -0.865
C 1.020 -2.690 -2.205
C 2.249 -2.892 -3.321
Cl 1.681 -3.829 -4.829
C 0.843 0.691 -2.799
B -0.389 1.617 -3.372
O -0.066 2.996 -3.876
O -1.814 1.158 -3.470
P 3.160 1.067 -0.307
C 3.186 2.630 0.790
O 3.923 -0.176 0.654
P -0.075 2.548 0.025
N -0.114 2.794 1.827
O -1.755 2.813 -0.444
H -1.132 0.182 6.341
H -0.933 -0.941 4.796
H -0.400 0.862 4.651
H -3.768 0.418 1.341
H -4.235 -0.835 2.789
H -1.876 -1.738 2.801
H -1.135 -0.091 2.259
H -1.088 -2.446 0.563
H -2.919 -2.053 0.287
H -1.496 -1.205 -1.691
H -2.244 0.273 -0.791
H 0.788 -0.146 1.234
H 1.181 -2.555 0.069
H 2.751 -1.930 -0.909
H 0.166 -2.135 -2.780
H 0.696 -3.801 -1.917
H 3.107 -3.556 -2.829
H 2.716 -1.870 -3.647
H 1.838 1.330 -2.950
H 0.946 -0.230 -3.518
H 0.872 3.237 -3.608
H -1.727 0.146 -3.425
H 2.494 2.402 1.734
H 2.868 3.590 0.199
H 4.282 2.739 1.241
H 3.439 -0.158 1.554
H 0.623 3.493 2.114
H 0.030 1.869 2.288
H -1.783 3.499 -1.197
Cu 1.247 -3.962 -6.969

Summary:
Gap between HOMO and LUMO in eV: 2.3

=====

(2)
C4H10Cl2N2O4 | ωB97M-V/def2-TZVPD

CARTESIAN COORDINATES (ANGSTROEM)
Cl 13.133 18.865 18.566
C 14.716 18.211 18.331
C 15.735 19.301 17.898
Cl 15.524 20.053 16.302
H 14.678 17.236 17.846
H 15.012 17.927 19.340
H 16.694 18.784 17.938
H 15.811 20.095 18.641
C 18.486 21.381 16.981
N 17.241 21.108 17.737
O 17.306 20.284 18.610
O 16.197 21.648 17.366
H 19.078 20.466 16.998
H 19.007 22.233 17.420
H 18.217 21.741 15.988
C 18.315 17.854 20.409
N 17.126 18.039 19.509
O 16.282 18.792 19.942
O 17.098 17.431 18.447
H 19.139 17.470 19.807
H 17.981 17.146 21.168
H 18.576 18.879 20.670

Summary:
Gap between HOMO and LUMO in eV: 7.7

=====

| no. | highest occupied orbital energy (eV) |
| --- | --- |
| 1 | -6.40 |
| 2 | -8.08 |